The molecule C3H5O2P at a distorted geometry, computed with ωB97M-V/def2-TZVPD.

Element x y z (Å)
C -0.48 -0.41 -0.51
C 0.57 -0.03 0.87
C 1.43 0.98 0.78
O 2.38 1.25 1.73
P 3.44 0.33 2.51
O 3.40 -1.01 1.93
H -0.96 0.63 -0.73
H -1.19 -1.06 0.00
H -0.17 -0.81 -1.44
H 0.21 -0.61 1.81
H 1.28 1.76 -0.07

Computed properties:
DFT total energy   -609.0975 Ha
Largest force on an atom   5.60 eV/A
Orbital gap   9.3 eV
E_LUMO   -0.11 eV

Atom charges from the Mulliken analysis, given in e for atoms 1 to 5: atom 1 (C): -0.892, atom 2 (C): -0.095, atom 3 (C): -0.016, atom 4 (O): -0.252, atom 5 (P): 0.380

=====

A cluster of 2 separate species, C5H7N3 in total at a distorted geometry, computed with ωB97M-V/def2-TZVPD.

Element x y z (Å)
C -1.45 0.33 1.31
C -0.33 0.16 -0.80
C 0.69 0.42 1.22
C -1.66 0.27 -0.10
C -0.31 -0.17 -2.17
N 0.75 0.32 -0.01
N -0.52 0.54 2.06
N 2.63 -0.64 2.13
H -2.36 -0.53 -0.51
H -2.35 1.16 -0.37
H 0.59 0.33 -2.67
H -1.32 -0.14 -2.79
H -0.08 -1.25 -2.17
H 2.15 -0.51 3.04
H 3.56 -0.30 1.82

Computed properties:
Total charge   +2
DFT total energy   -357.9508 Ha
Largest force on an atom   3.41 eV/A
Orbital gap (alpha / beta)   7.1 / 7.8 eV
E_LUMO (alpha / beta)   -12.07 / -12.11 eV

Atom charges from the Mulliken analysis, given in e for atoms 1 to 5: atom 1 (C): 0.264, atom 2 (C): 0.524, atom 3 (C): 0.391, atom 4 (C): -0.305, atom 5 (C): -0.952